Below is a molecular structure, C56H61CsN10S, with properties calculated with wB97M-V/def2-TZVPD.

Output
net charge = -2
M = 1039.15 g mol⁻¹
HOMO level = -1.2 eV
energy above the lowest of the compared OMol25 structures with the same formula, charge and spin = 0.000 eV
energy = -85349.515 eV

Last column: Mulliken charge in e.
Cartesian coordinates (Å):
Cs  -0.11441  -0.18019  0.01427  1.76
C  -6.98065  0.42652  -0.46688  -1.05
C  -5.81572  1.34141  -0.07235  -1.06
C  -4.55832  1.02517  -0.81940  0.17
C  -4.02679  1.66586  -1.88904  1.09
C  -4.54099  2.87929  -2.59876  -0.16
C  -5.25731  2.54587  -3.91231  -1.35
C  -2.78414  0.94788  -2.22326  -0.46
C  -1.92046  1.27618  -3.26119  0.08
C  -0.68681  0.67384  -3.60797  -0.55
C  0.13266  1.01464  -4.76049  0.40
C  -0.23345  1.97875  -5.84908  -0.99
C  -1.08850  1.32926  -6.94337  -1.48
C  1.23559  0.20467  -4.70021  0.70
C  1.06524  -0.61948  -3.50995  0.04
C  1.90436  -1.69107  -3.13123  -0.52
C  1.71837  -2.64644  -2.13429  0.14
N  0.69117  -2.65751  -1.25349  -0.17
C  0.78730  -3.75648  -0.50314  -0.06
C  -0.13810  -4.13762  0.49451  -0.26
C  -1.34713  -3.52573  0.83113  0.06
N  -1.86061  -2.43850  0.22756  -0.44
C  -3.00376  -2.10576  0.85356  0.14
C  -3.81986  -1.02219  0.52756  -0.41
C  -3.64388  -0.08932  -0.51180  0.21
N  -2.61394  -0.08512  -1.36346  -0.60
C  -3.27254  -3.07091  1.94088  0.29
C  -2.24750  -3.95681  1.92335  0.39
C  -2.04315  -5.16179  2.78636  -1.15
C  -2.45538  -6.46034  2.08071  -1.09
C  -4.47499  -3.05559  2.83170  -0.98
C  -5.72146  -3.62351  2.14467  -1.01
C  1.97665  -4.52645  -0.90256  0.37
C  2.55710  -3.83243  -1.91710  0.43
C  3.81608  -4.15436  -2.66055  -1.12
C  5.01260  -3.33029  -2.16988  -0.89
C  2.44196  -5.79633  -0.26000  -0.98
C  3.18955  -5.54423  1.05489  -1.09
N  -0.08235  -0.28512  -2.88673  -0.11
C  2.40303  0.17692  -5.63774  -1.25
C  3.61891  0.92083  -5.07258  -0.96
H  -7.88100  0.65225  0.11176  0.38
H  -6.71730  -0.61919  -0.29892  0.15
H  -7.21413  0.54119  -1.52767  0.24
H  -5.63099  1.24654  1.00138  0.39
H  -6.09695  2.38301  -0.24909  0.46
H  -3.70834  3.55987  -2.80045  -0.44
H  -5.22872  3.42160  -1.94450  0.48
H  -4.59216  2.00431  -4.58725  0.23
H  -5.60327  3.45095  -4.42000  0.42
H  -6.12244  1.90645  -3.72252  0.27
H  -2.22798  2.11328  -3.88412  0.23
H  0.66940  2.40410  -6.30113  0.52
H  -0.80405  2.81608  -5.43018  0.17
H  -0.54194  0.50753  -7.41029  0.30
H  -1.37025  2.04651  -7.71956  0.43
H  -1.99680  0.91435  -6.50422  0.28
H  2.78021  -1.83277  -3.76150  0.16
H  0.11569  -5.03139  1.05849  0.19
H  -4.69489  -0.87553  1.15355  0.23
H  -2.61427  -5.05755  3.71309  0.39
H  -0.98994  -5.23238  3.07309  0.36
H  -3.51758  -6.43338  1.82930  0.24
H  -2.27037  -7.33719  2.70776  0.36
H  -1.89965  -6.57464  1.14893  0.28
H  -4.67539  -2.02823  3.14843  0.37
H  -4.26986  -3.63148  3.73868  0.37
H  -5.94276  -3.06520  1.23390  0.19
H  -6.59582  -3.57766  2.80006  0.36
H  -5.55921  -4.66547  1.86009  0.24
H  3.67169  -3.97126  -3.72960  0.36
H  4.04739  -5.21848  -2.55393  0.37
H  4.80732  -2.26352  -2.27168  0.10
H  5.92158  -3.56356  -2.73205  0.37
H  5.20064  -3.52788  -1.11283  0.23
H  3.09708  -6.34213  -0.94598  0.41
H  1.58378  -6.44593  -0.06394  0.35
H  4.07912  -4.93765  0.87420  0.23
H  3.49954  -6.47973  1.52964  0.37
H  2.55611  -4.99530  1.75308  0.28
H  2.12116  0.62024  -6.59778  0.44
H  2.68808  -0.85881  -5.84615  0.41
H  3.37204  1.96970  -4.89077  0.24
H  4.47357  0.88018  -5.75446  0.49
H  3.91677  0.48226  -4.11826  0.05
N  -0.78645  1.74097  5.54458  -0.59
C  -0.48176  1.99116  4.18903  0.27
S  -1.79152  2.44762  3.15698  -0.45
N  0.77914  1.93511  3.90526  -1.06
N  1.15883  1.96451  2.60250  0.61
C  1.97908  2.87882  2.25106  -0.30
C  2.31901  4.03502  3.13643  0.29
C  3.64426  4.35094  3.42073  0.08
C  3.95748  5.42491  4.24480  -0.76
C  2.94170  6.19933  4.78672  -0.36
C  1.61525  5.88905  4.50669  -0.82
C  1.30329  4.81241  3.69047  0.00
C  2.64514  2.80487  0.92719  0.52
C  3.04325  3.98066  0.28120  -0.49
C  3.70715  3.89966  -0.92613  -0.67
C  3.96720  2.64898  -1.46973  -0.45
C  3.52707  1.53923  -0.76550  -0.32
N  2.88988  1.60534  0.40061  -0.35
H  -1.73727  1.41750  5.63310  0.24
H  -0.11249  1.10492  5.95108  0.24
H  4.43502  3.74404  2.99428  0.45
H  4.99321  5.65686  4.46505  0.36
H  3.18113  7.03971  5.42818  0.36
H  0.81822  6.48760  4.93094  0.39
H  0.26952  4.55589  3.47971  0.22
H  2.81433  4.93999  0.72540  0.51
H  4.00765  4.80189  -1.44627  0.39
H  4.47895  2.53490  -2.41641  0.43
H  3.69069  0.53821  -1.15704  0.46
N  0.19555  3.77742  -2.81700  0.23
C  0.57894  2.83737  -1.89435  -1.33
N  0.03466  2.99757  -0.72910  0.49
C  -0.82299  4.07691  -0.88214  0.43
C  -1.69965  4.64302  0.03809  -0.36
C  -2.47342  5.70825  -0.39104  -0.66
C  -2.38267  6.20563  -1.70140  -0.55
C  -1.51492  5.64666  -2.62680  -0.96
C  -0.74458  4.57594  -2.18930  0.45
H  0.34678  3.68079  -3.80536  0.29
H  1.25498  2.03939  -2.16382  0.30
H  -1.76161  4.23633  1.04219  0.25
H  -3.17329  6.16255  0.29970  0.43
H  -3.01317  7.03498  -1.99937  0.34
H  -1.44958  6.02120  -3.64149  0.42